Density functional theory data (ωB97M-V with the def2-TZVPD basis set) for C33H33N3O6 in the gas phase at a distorted geometry.

Last column: Löwdin charge in e.
Atoms and positions in Å:
1 O 4.36 -2.94 0.79  0.096
2 O -6.96 0.35 1.17  -0.083
3 O -0.67 1.29 -1.68  0.060
4 O 6.75 2.03 -1.92  -0.084
5 O 1.73 -2.66 -1.29  0.006
6 O -0.42 -3.02 -0.72  0.100
7 N -1.23 -0.83 -2.21  0.092
8 N 2.59 -1.59 1.14  -0.015
9 N 1.26 -1.35 0.99  0.193
10 C -3.93 0.08 -2.58  -0.035
11 C -2.98 0.78 -1.84  -0.140
12 C 2.13 1.90 1.96  -0.140
13 C -1.42 -0.50 1.45  0.017
14 C -5.00 -0.97 0.56  -0.015
15 C 4.70 1.05 -1.37  0.018
16 C -4.72 2.26 -1.07  -0.066
17 C 2.25 -3.51 -0.27  -0.045
18 C 3.30 -0.47 1.80  -0.133
19 C 0.14 -1.27 -2.28  -0.059
20 C -5.26 0.47 -2.56  -0.086
21 C 8.06 2.42 -1.59  -0.092
22 C -7.79 -0.51 0.42  -0.087
23 C -3.39 1.88 -1.09  -0.013
24 C 4.24 0.19 0.83  -0.196
25 C 0.95 -0.25 1.57  -0.171
26 C 3.84 0.43 -0.48  -0.018
27 C -2.85 -0.24 1.41  -0.218
28 C -4.86 0.95 2.00  -0.006
29 C -5.63 0.09 1.21  -0.288
30 C 0.76 2.47 2.35  -0.174
31 C 5.98 1.44 -0.97  -0.273
32 C 0.42 -2.41 -1.31  -0.496
33 C -0.37 0.34 1.55  -0.142
34 C 2.12 0.41 2.27  -0.154
35 C 5.50 0.58 1.23  -0.018
36 C 6.37 1.20 0.34  -0.012
37 C -1.53 0.45 -1.88  -0.435
38 C -3.50 0.79 2.09  -0.029
39 C -0.36 1.84 1.51  -0.130
40 C 3.19 -2.67 0.61  -0.406
41 C -5.65 1.55 -1.80  -0.088
42 C -3.63 -1.13 0.67  -0.029
43 H -2.94 1.45 2.74  0.109
44 H -5.98 -0.08 -3.15  0.105
45 H 2.31 2.07 0.90  0.120
46 H -0.20 2.11 0.46  0.111
47 H 8.66 1.56 -1.27  0.096
48 H -3.63 -0.76 -3.21  0.111
49 H -5.56 -1.67 -0.03  0.109
50 H -7.78 -1.53 0.81  0.098
51 H 5.83 0.40 2.24  0.118
52 H 2.83 -4.31 -0.74  0.139
53 H 1.43 -3.92 0.32  0.131
54 H 2.92 2.40 2.52  0.124
55 H -3.15 -1.96 0.17  0.116
56 H 0.58 2.28 3.41  0.118
57 H -6.69 1.86 -1.79  0.108
58 H 3.87 -0.87 2.64  0.156
59 H 7.35 1.48 0.69  0.102
60 H 4.40 1.23 -2.39  0.120
61 H 1.97 0.28 3.35  0.160
62 H 0.77 -0.41 -2.02  0.121
63 H -7.50 -0.52 -0.64  0.081
64 H -5.02 3.11 -0.47  0.113
65 H -1.16 -1.54 1.35  0.113
66 H -5.37 1.74 2.53  0.121
67 H -2.64 2.43 -0.54  0.115
68 H -8.80 -0.10 0.51  0.095
69 H 8.48 2.85 -2.49  0.092
70 H -1.32 2.26 1.81  0.096
71 H 2.86 0.13 -0.82  0.113
72 H 0.76 3.55 2.19  0.114
73 H 0.40 -1.60 -3.29  0.142
74 H -1.92 -1.55 -2.11  0.129
75 H 8.06 3.17 -0.79  0.095

Kohn-Sham gap ... 8.06 eV
Highest occupied orbital energy ... -7.6 eV
LUMO level ... 0.43 eV
SMILES ... COc1ccc(/C=C2\CCC[C@H]3C2=NN(C(=O)COC(=O)CNC(=O)c2ccccc2)[C@H]3c2ccc(OC)cc2)cc1



Density functional theory data (ωB97M-V with the def2-TZVPD basis set) for C5H4O2 in the gas phase at a distorted geometry.

Last column: Löwdin charge in e.
Atoms and positions in Å:
1 O -1.43 -0.30 2.07  0.131
2 O -2.10 -0.99 -0.75  0.140
3 C 1.03 0.62 -0.22  -0.039
4 C -0.73 -0.08 1.12  -0.318
5 C 0.16 -0.22 -1.12  -0.098
6 C -1.11 -0.45 -0.35  -0.327
7 C 0.60 0.58 1.05  -0.007
8 H 0.44 -1.28 -0.97  0.152
9 H 0.09 0.07 -2.17  0.131
10 H 1.14 0.94 1.92  0.117
11 H 1.92 1.12 -0.58  0.116

Kohn-Sham gap ... 8.67 eV
Highest occupied orbital energy ... -9.4 eV
LUMO level ... -0.72 eV
SMILES ... O=C1C=CCC1=O



Density functional theory data (ωB97M-V with the def2-TZVPD basis set) for C7H11N5S in the gas phase at a distorted geometry.

Last column: Löwdin charge in e.
Atoms and positions in Å:
1 S -4.03 1.33 0.00  0.580
2 N 0.83 0.56 0.40  0.100
3 N -2.86 -1.01 0.07  0.077
4 N -1.29 2.28 0.01  0.049
5 N -2.05 -3.17 0.14  0.131
6 N -1.42 0.83 0.15  -0.066
7 C -0.51 -1.39 0.19  0.041
8 C -1.84 -1.83 0.16  -0.401
9 C 2.98 1.53 0.41  -0.028
10 C 2.10 0.38 -0.02  -0.371
11 C 2.51 -0.71 -0.72  0.078
12 C -0.31 -0.05 0.25  -0.222
13 C -2.72 0.32 0.21  -0.833
14 H -2.16 2.77 -0.01  -0.022
15 H 2.61 1.79 1.34  0.052
16 H 4.13 1.28 0.26  0.135
17 H 1.96 -1.37 -1.15  -0.024
18 H 2.80 2.43 -0.20  0.089
19 H -3.00 -3.55 -0.05  0.126
20 H 3.55 -0.61 -1.09  0.072
21 H 0.77 1.52 0.47  0.093
22 H -1.27 -3.86 0.17  0.126
23 H 0.36 -1.94 0.07  0.079
24 H -1.12 2.45 -1.05  0.137

Kohn-Sham gap ... 8.37 eV
Highest occupied orbital energy ... -7.8 eV
LUMO level ... 0.53 eV
SMILES ... C=C(C)Nc1cc(N)nc(=S)n1N



Density functional theory data (ωB97M-V with the def2-TZVPD basis set) for a molecular structure, C12H19CeO7P at a distorted geometry.

Last column: Mulliken spin population.
Atoms and positions in Å:
1 Ce 1.47 0.24 -0.44  0.950
2 P -0.96 -0.74 -0.03  0.033
3 O 4.39 -2.22 0.33  0.001
4 O 3.17 3.84 0.58  0.000
5 O -2.31 -0.97 -0.94  0.000
6 O -0.37 2.43 -2.83  0.005
7 O -1.29 -1.19 1.50  0.024
8 O 0.97 -2.06 -3.46  0.002
9 O 1.31 0.87 1.45  -0.020
10 C 0.30 1.81 -2.13  0.005
11 C 1.13 -1.42 -2.51  -0.001
12 C 2.86 2.90 0.01  -0.001
13 C 1.04 1.52 2.70  0.000
14 C -2.28 -0.60 2.41  0.001
15 C -2.45 -3.46 -0.75  0.001
16 C -3.43 0.09 1.73  0.000
17 C -2.67 -2.23 -1.60  0.003
18 C 3.52 0.31 -3.28  -0.001
19 C 3.59 -1.45 -0.01  -0.002
20 C 3.99 1.35 -2.57  -0.001
21 C -0.02 2.60 2.55  -0.001
22 H -1.38 -3.60 -0.53  0.000
23 H -0.15 3.15 3.49  0.000
24 H -2.11 -2.28 -2.54  0.000
25 H -3.13 0.93 1.08  -0.001
26 H -3.73 -2.09 -1.83  0.000
27 H -2.62 -1.45 3.00  0.001
28 H -0.99 2.15 2.27  0.002
29 H 0.24 3.32 1.75  0.002
30 H -4.05 -0.62 1.17  0.000
31 H 1.96 1.95 3.10  -0.001
32 H -1.72 0.09 3.07  0.002
33 H 0.69 0.75 3.41  -0.001
34 H 3.61 2.37 -2.71  0.000
35 H -2.80 -4.34 -1.29  0.000
36 H -4.07 0.51 2.52  0.000
37 H 4.72 1.20 -1.76  0.000
38 H -3.01 -3.40 0.20  0.000
39 H 3.87 -0.71 -3.11  0.000
40 H 2.71 0.45 -4.01  0.000

Total charge ... +3
Multiplicity ... 2
Kohn-Sham gap (alpha / beta) ... 6.10 / 6.07 eV
Highest occupied orbital energy (alpha / beta) ... -20.2 / -20.2 eV
LUMO level (alpha / beta) ... -14.10 / -14.14 eV



| no. | energy (a.u.) |
| --- | --- |
| 1 | -1893.0383 |
| 2 | -343.3601 |
| 3 | -945.2177 |
| 4 | -1810.6465 |